Computed, not measured: C19H30N2O4 as an isolated structure at a distorted geometry, with ωB97M-V with the def2-TZVPD basis set.

Summary:
LUMO energy, eV: 0.61
F_max, eV/Å: 18.304
E_tot, hartree: -1151.62931
Highest occupied orbital energy, eV: -7.77

Structure (ORCA input):
```
! wB97M-V def2-TZVPD RIJCOSX def2/J DEFGRID3
* xyz 0 1
C -3.358 -2.244 2.502
H -3.791 -1.666 3.166
O -3.189 -1.484 1.155
C -2.585 -0.440 1.082
C -2.016 0.024 2.046
C -1.331 1.253 2.070
C -1.189 1.776 0.937
C -1.784 1.357 -0.457
C -2.580 0.200 -0.265
O -3.047 -0.477 -1.288
C -4.537 -0.475 -1.230
H -4.840 -1.380 -0.657
H -4.723 -1.150 -2.376
H -5.011 0.319 -0.937
O -1.573 1.974 -1.644
C -2.507 1.787 -2.484
H -2.118 2.436 -3.267
H -2.357 0.785 -2.994
H -3.376 2.070 -2.383
C -0.160 3.093 0.694
N 1.200 2.606 0.270
C 1.273 1.898 -0.683
C 2.863 1.596 -1.006
N 3.316 0.821 0.260
C 3.423 -0.405 0.033
O 3.797 -1.019 1.354
C 3.173 -1.681 -0.907
H 2.755 -0.821 -1.787
C 2.157 -2.678 -0.359
C 0.875 -2.148 -0.081
H 0.895 -1.262 0.598
H 0.157 -2.943 0.042
H 0.424 -1.603 -1.009
C 2.143 -3.837 -1.580
H 1.730 -3.356 -2.474
H 1.561 -4.324 -1.207
H 3.180 -4.109 -1.939
H 2.656 -3.061 0.706
H 4.108 -1.867 -1.197
C 3.177 1.742 1.358
C 1.901 1.868 1.679
H 1.599 2.690 2.615
H 1.200 0.961 1.787
H 3.661 0.928 2.137
H 3.759 2.590 1.017
H 3.166 0.853 -1.994
H 3.516 2.308 -1.103
H 1.126 2.225 -1.642
H 0.862 0.946 -0.869
H -0.553 3.703 -0.243
H -0.106 3.737 1.413
H -0.783 1.841 2.825
H -1.954 -0.153 3.088
H -2.343 -2.574 2.888
H -3.841 -3.233 2.339
*
```

Computed, not measured: the molecule C19H30N2O5, with ωB97M-V with the def2-TZVPD basis set.

Summary:
LUMO energy, eV: 0.79
Structure (SMILES): CCOc1cc(C(=O)NCCN2CCOCC2)cc(OCC)c1OCC
F_max, eV/Å: 0.604
E_tot, hartree: -1227.67409
Highest occupied orbital energy, eV: -8.38

Structure (ORCA input):
```
! wB97M-V def2-TZVPD RIJCOSX def2/J DEFGRID3
* xyz 0 1
C -3.535 -2.003 2.519
C -3.782 -2.545 1.116
O -2.614 -2.546 0.312
C -1.995 -1.405 -0.095
C -0.711 -1.631 -0.601
C 0.054 -0.593 -1.096
C 1.421 -0.771 -1.661
O 1.892 0.010 -2.471
N 2.095 -1.862 -1.222
C 3.503 -2.027 -1.482
C 4.334 -1.743 -0.220
N 3.843 -0.565 0.466
C 4.300 -0.469 1.840
C 3.570 0.694 2.515
O 3.810 1.909 1.850
C 3.417 1.815 0.499
C 4.140 0.681 -0.223
C -0.450 0.705 -1.076
C -1.710 0.958 -0.566
O -2.289 2.189 -0.501
C -1.539 3.340 -0.841
C -0.544 3.737 0.244
C -2.508 -0.104 -0.086
O -3.762 0.168 0.424
C -4.734 0.596 -0.522
C -6.026 0.864 0.232
H -4.419 -2.161 3.129
H -3.322 -0.939 2.478
H -2.692 -2.519 2.974
H -4.596 -1.999 0.633
H -4.052 -3.605 1.164
H -0.376 -2.656 -0.627
H 1.727 -2.357 -0.426
H 3.702 -3.049 -1.823
H 3.756 -1.334 -2.287
H 4.227 -2.587 0.469
H 5.399 -1.664 -0.498
H 4.063 -1.397 2.365
H 5.390 -0.297 1.898
H 3.922 0.828 3.540
H 2.490 0.478 2.521
H 3.651 2.778 0.043
H 2.333 1.631 0.439
H 3.775 0.632 -1.247
H 5.226 0.883 -0.234
H 0.176 1.485 -1.477
H -2.294 4.123 -0.955
H -1.035 3.202 -1.805
H 0.210 2.966 0.384
H -1.065 3.883 1.187
H -0.050 4.663 -0.035
H -4.396 1.504 -1.031
H -4.883 -0.192 -1.277
H -6.363 -0.036 0.740
H -5.861 1.639 0.975
H -6.796 1.191 -0.462
*
```

Computed, not measured: C19H30N2O5SSbSe4V as an isolated structure at a distorted geometry, with ωB97M-V with the def2-TZVPD basis set.

Summary:
LUMO energy (alpha / beta), eV: 1.99 / 1.98
<S²>: 0.99
F_max, eV/Å: 1.080
E_tot, hartree: -12415.97841
Highest occupied orbital energy (alpha / beta), eV: -3.04 / -2.92

Structure (ORCA input):
```
! wB97M-V def2-TZVPD RIJCOSX def2/J DEFGRID3
* xyz -1 2
V 0.887 -0.110 -1.779
C -0.702 -3.424 -0.122
C -1.809 -2.461 -0.550
O -1.440 -1.614 -1.603
C -1.578 -2.056 -2.947
C -0.390 -2.886 -3.386
O 0.778 -2.208 -2.962
C 1.922 -3.042 -3.068
C 3.087 -2.318 -2.434
O 2.713 -1.661 -1.220
C 2.814 -2.401 -0.028
C 1.661 -3.374 0.193
O 0.476 -2.663 -0.045
H -0.582 -4.256 -0.831
H -0.956 -3.858 0.858
H -2.041 -1.803 0.293
H -2.716 -3.028 -0.806
H -1.628 -1.137 -3.541
H -2.512 -2.617 -3.072
H -0.375 -2.994 -4.479
H -0.406 -3.888 -2.936
H 2.149 -3.228 -4.125
H 1.705 -4.000 -2.569
H 3.415 -1.515 -3.097
H 3.915 -3.009 -2.244
H 2.828 -1.662 0.778
H 3.766 -2.949 -0.012
H 1.696 -3.752 1.227
H 1.734 -4.244 -0.477
Se -0.701 1.264 -4.940
Sb 1.848 0.885 -5.436
Se 2.633 0.985 -3.014
Se -0.820 1.387 -2.502
Se 1.932 -1.473 -6.172
C 2.730 1.521 3.643
C 1.399 1.597 4.369
C 0.216 1.171 3.507
N -0.009 2.086 2.401
C 0.247 1.833 1.109
S 0.974 0.402 0.600
N -0.081 2.804 0.210
C -0.859 3.939 0.397
O -0.587 5.006 -0.109
C -2.141 3.757 1.187
C -2.637 4.827 1.920
C -3.837 4.682 2.602
C -4.537 3.485 2.523
C -4.054 2.424 1.765
C -2.847 2.553 1.097
H 3.543 1.867 4.281
H 2.731 2.131 2.740
H 2.950 0.500 3.328
H 1.228 2.616 4.732
H 1.409 0.962 5.259
H -0.701 1.139 4.102
H 0.376 0.180 3.078
H -0.349 2.999 2.656
H 0.404 2.732 -0.690
H -2.089 5.759 1.941
H -4.229 5.505 3.182
H -5.478 3.381 3.049
H -4.617 1.504 1.687
H -2.461 1.747 0.484
*
```

Computed, not measured: the molecule C19H30N4O4S at a nearly force-free geometry, with ωB97M-V with the def2-TZVPD basis set.

Summary:
LUMO energy, eV: 0.46
Structure (SMILES): Cc1cc(C(=O)N2CCCN(CCNC(=O)[C@@H]3CCS(=O)(=O)C3)CC2)[nH]c1C
F_max, eV/Å: 0.019
E_tot, hartree: -1660.20857
Highest occupied orbital energy, eV: -8.11

Structure (ORCA input):
```
! wB97M-V def2-TZVPD RIJCOSX def2/J DEFGRID3
* xyz 0 1
C 0.811 -3.532 -0.585
C -0.200 -2.825 0.262
C -1.202 -1.936 -0.189
C -1.881 -1.448 0.915
C -2.917 -0.447 1.242
O -3.350 -0.408 2.394
N -3.322 0.462 0.310
C -4.158 1.571 0.766
C -3.353 2.737 1.338
C -2.151 3.205 0.500
N -1.060 2.249 0.333
C -0.551 1.755 1.611
C 0.656 0.841 1.496
N 1.641 1.369 0.568
C 2.560 0.533 0.033
O 2.750 -0.588 0.473
C 3.296 1.058 -1.200
C 2.309 1.112 -2.392
C 2.089 -0.337 -2.806
S 3.760 -0.976 -2.877
O 3.810 -2.360 -2.497
O 4.329 -0.554 -4.135
C 4.423 0.098 -1.587
C -1.225 1.316 -0.769
C -2.627 0.704 -0.940
N -1.309 -2.043 2.010
C -0.295 -2.866 1.641
C 0.543 -3.588 2.639
H 0.997 -4.546 -0.227
H 0.466 -3.611 -1.616
H 1.771 -3.009 -0.592
H -1.387 -1.708 -1.225
H -4.745 1.901 -0.095
H -4.845 1.193 1.519
H -4.028 3.588 1.465
H -3.012 2.469 2.340
H -2.479 3.515 -0.497
H -1.741 4.099 0.981
H -0.277 2.645 2.190
H -1.292 1.215 2.212
H 1.094 0.721 2.489
H 0.369 -0.159 1.164
H 1.398 2.221 0.087
H 3.686 2.054 -0.987
H 1.374 1.603 -2.124
H 2.758 1.666 -3.217
H 1.543 -0.910 -2.054
H 1.645 -0.469 -3.790
H 5.274 0.609 -2.032
H 4.727 -0.532 -0.756
H -0.992 1.836 -1.707
H -0.492 0.520 -0.659
H -2.577 -0.200 -1.543
H -3.254 1.398 -1.501
H -1.659 -1.871 2.939
H 1.009 -4.458 2.180
H 1.344 -2.949 3.017
H -0.052 -3.929 3.487
*
```

Computed, not measured: an isolated ion of composition C19H31BBr2N3O4 and charge +1 at a distorted geometry, with ωB97M-V with the def2-TZVPD basis set.

Summary:
LUMO energy, eV: -4.50
Structure (SMILES): CCOCCc1c(B(O)OC)[nH+]c(N=C(C)C)c(/C(Br)=C(/C)Br)c1C[C@@H](O)CN
F_max, eV/Å: 4.577
E_tot, hartree: -6380.24407
Highest occupied orbital energy, eV: -11.50

Structure (ORCA input):
```
! wB97M-V def2-TZVPD RIJCOSX def2/J DEFGRID3
* xyz 1 1
C 0.023 0.663 4.886
C -0.658 -0.667 4.289
O -2.079 -0.546 4.029
C -2.338 0.274 2.865
C -2.511 -0.606 1.504
C -1.388 -0.112 0.445
C -1.542 1.214 -0.373
B -2.814 2.217 -0.187
O -4.131 1.798 0.209
O -2.648 3.645 -0.467
C -3.562 3.869 -1.619
N -0.543 1.629 -1.351
C 0.651 0.888 -1.657
N 1.658 1.250 -2.652
C 1.947 2.548 -2.649
C 2.369 3.221 -4.063
C 1.971 3.517 -1.369
C 0.914 -0.453 -0.863
C 2.254 -1.287 -1.155
Br 2.393 -2.486 -2.731
C 3.313 -1.137 -0.207
C 4.706 -1.930 -0.318
Br 3.077 0.096 1.341
C -0.105 -0.993 0.211
C 0.189 -2.376 0.948
C 0.280 -3.666 -0.015
O 0.035 -4.830 0.849
C -0.828 -3.730 -1.175
N -0.269 -4.593 -2.298
H -0.318 0.856 5.974
H -0.249 1.591 4.270
H 1.173 0.562 4.815
H -0.476 -1.511 5.058
H -0.124 -0.983 3.311
H -3.325 0.841 3.027
H -1.526 1.048 2.645
H -3.576 -0.463 1.078
H -2.417 -1.728 1.720
H -4.592 2.580 0.587
H -3.259 4.809 -2.190
H -3.477 2.916 -2.268
H -4.651 3.906 -1.248
H -0.707 2.513 -1.873
H 1.464 3.695 -4.593
H 3.213 3.996 -3.905
H 2.838 2.368 -4.683
H 2.427 4.518 -1.683
H 2.602 2.998 -0.570
H 0.897 3.738 -1.000
H 5.260 -1.763 0.667
H 5.261 -1.512 -1.232
H 4.452 -3.050 -0.430
H 1.234 -2.261 1.437
H -0.525 -2.583 1.832
H 1.359 -3.761 -0.369
H -0.946 -4.935 0.951
H -1.814 -4.225 -0.870
H -1.082 -2.726 -1.659
H -0.184 -3.976 -3.132
H 0.702 -4.870 -2.096
*
```

Computed, not measured: C19H31BN8O6Ru as an isolated structure at a distorted geometry, with ωB97M-V with the def2-TZVPD basis set.

Summary:
LUMO energy (alpha / beta), eV: -2.91 / -5.07
<S²>: 8.78
F_max, eV/Å: 3.828
E_tot, hartree: -1751.41587
Highest occupied orbital energy (alpha / beta), eV: -9.71 / -9.71

Structure (ORCA input):
```
! wB97M-V def2-TZVPD RIJCOSX def2/J DEFGRID3
* xyz 1 6
Ru -1.315 0.953 -0.736
N 0.541 2.051 -0.301
N 0.679 2.121 1.117
C -0.475 2.115 1.823
N -0.487 2.546 3.048
N -1.560 1.633 1.142
N -2.822 1.429 1.695
O -3.329 2.453 2.130
O -1.802 -1.016 -0.321
H 1.255 1.479 -0.725
H 0.519 2.947 -0.754
H 1.451 2.694 1.437
H 0.281 3.113 3.366
H -1.410 2.642 3.569
C 3.119 1.472 -2.126
O 2.068 2.038 -2.997
C 0.820 1.563 -3.032
O -0.096 2.299 -3.417
N 0.604 0.255 -2.508
N -0.869 0.064 -2.617
H 3.906 1.000 -2.753
H 2.695 0.751 -1.383
H 3.574 2.257 -1.511
H 1.259 -0.488 -2.609
H -1.189 -0.938 -2.672
H -1.159 0.560 -3.474
C 3.468 -6.509 2.746
C 3.026 -5.739 1.457
C 4.130 -4.668 1.086
C 2.789 -6.684 0.256
C 1.819 -4.851 1.804
C 1.934 -3.978 2.912
C 0.927 -2.996 3.197
C 0.079 -2.746 2.140
O -0.635 -1.616 1.859
B -1.304 -1.866 0.558
O -1.128 -3.266 0.252
C -0.105 -3.689 1.083
C 0.662 -4.821 1.015
H 4.125 -7.400 2.466
H 2.621 -6.911 3.313
H 4.003 -5.793 3.398
H 5.027 -5.078 0.530
H 4.546 -4.145 1.976
H 3.607 -3.934 0.426
H 3.620 -7.439 0.233
H 2.827 -6.087 -0.686
H 1.851 -7.205 0.221
H 2.773 -4.170 3.626
H 1.002 -2.402 4.127
H 0.455 -5.545 0.170
C -4.100 5.829 0.816
C -4.118 5.626 -0.681
C -5.154 6.144 -1.533
C -4.717 5.915 -2.823
C -3.541 5.099 -2.703
C -2.663 4.546 -3.736
N -3.208 4.974 -1.385
H -3.219 6.423 1.133
H -4.045 4.785 1.239
H -5.050 6.321 1.080
H -6.026 6.664 -1.234
H -5.226 6.059 -3.811
H -2.836 5.039 -4.694
H -2.851 3.469 -3.861
H -1.626 4.653 -3.362
*
```